No. 1
Density functional theory data (ωB97M-V with the def2-TZVPD basis set) for a structure of composition C23H34N8O13Sn in a non-equilibrium geometry.

The geometry in XYZ format:
```
79
Properties=species:S:1:pos:R:3:mulliken_charge:R:1
Sn -3.20 2.59 4.14 0.4879
C -0.42 -0.16 0.23 0.8402
O -1.17 -0.69 1.11 -0.4310
O -0.58 1.01 -0.18 -0.4767
O 0.58 -0.77 0.00 -0.4251
C 4.68 -3.50 5.53 -0.6124
C 4.39 -3.05 4.27 -0.5620
C 5.44 -2.72 3.47 0.8033
C 6.77 -2.81 3.79 -0.6753
C 7.07 -3.14 5.10 -0.4874
C 5.98 -3.53 5.92 0.6731
O 6.30 -3.92 7.17 -0.5340
O 5.18 -2.43 2.18 -0.5134
H 3.92 -3.67 6.28 0.2616
H 3.39 -3.03 3.86 0.3054
H 7.60 -2.65 3.12 0.3967
H 8.05 -3.10 5.53 0.3977
H 5.61 -3.98 7.83 0.2962
H 4.28 -2.10 2.14 0.2491
C -3.05 9.14 -3.25 -0.4655
C -3.63 8.00 -2.76 -0.5393
C -2.78 6.97 -2.45 0.5745
C -1.43 7.06 -2.65 -0.2976
C -0.79 8.23 -3.07 -0.7084
C -1.65 9.26 -3.40 0.5377
O -1.09 10.44 -3.81 -0.5452
O -3.31 5.69 -2.18 -0.5441
H -3.72 9.98 -3.37 0.2954
H -4.70 7.90 -2.71 0.4012
H -0.75 6.31 -2.26 0.2813
H 0.29 8.27 -3.11 0.4181
H -1.48 11.29 -3.63 0.3126
H -2.66 4.98 -2.10 0.2794
C -6.00 -2.13 -2.85 -0.1954
C -6.71 -1.97 -3.97 -0.6590
C -7.44 -2.94 -4.39 0.8344
C -7.57 -4.23 -3.75 -0.8631
C -6.81 -4.37 -2.62 -0.3272
C -5.99 -3.35 -2.17 0.3844
O -5.20 -3.46 -1.03 -0.5269
O -7.88 -2.73 -5.63 -0.5358
H -5.25 -1.38 -2.68 0.2615
H -6.69 -1.07 -4.56 0.3772
H -8.01 -5.01 -4.36 0.3028
H -6.79 -5.27 -2.03 0.3866
H -4.61 -2.72 -0.85 0.2622
H -7.85 -3.54 -6.14 0.2981
C 0.74 -5.47 -3.23 0.6691
O 0.54 -6.48 -3.93 -0.6914
N -0.18 -4.64 -3.01 -0.2885
N 1.85 -5.04 -2.66 -0.3092
H -1.08 -4.68 -3.47 0.2106
H 0.09 -3.79 -2.54 0.1027
H 1.69 -4.18 -2.17 0.1193
H 2.77 -5.45 -2.73 0.1895
C 3.76 1.51 -4.09 0.6654
O 4.47 1.88 -5.01 -0.6638
N 3.81 0.32 -3.59 -0.3370
N 2.78 2.17 -3.57 -0.3814
H 3.17 0.30 -2.81 0.1293
H 4.32 -0.45 -4.01 0.1996
H 2.71 3.07 -4.02 0.2117
H 2.08 1.72 -2.99 0.1765
C -1.99 -3.83 6.44 0.6563
O -2.19 -4.30 7.54 -0.6512
N -2.66 -4.20 5.39 -0.3772
N -1.22 -2.89 6.04 -0.3845
H -3.38 -4.89 5.53 0.2066
H -2.50 -3.71 4.52 0.1242
H -1.11 -2.83 5.04 0.1891
H -0.59 -2.61 6.78 0.2394
C 4.11 4.21 3.17 0.6850
O 4.25 5.15 3.96 -0.6928
N 4.85 3.16 3.02 -0.3563
N 3.02 4.19 2.46 -0.3833
H 5.72 3.13 3.52 0.2209
H 4.60 2.52 2.29 0.1700
H 2.84 3.45 1.80 0.1502
H 2.42 4.98 2.59 0.2077
```

Summary:
- HOMO level (hartree) = -0.2864
- ΔE to the lowest compared entry with this formula, charge and spin (eV) = 10.9569
- charge = 0

No. 2
Density functional theory data (ωB97M-V with the def2-TZVPD basis set) for a structure of composition C2H8NO2P in a non-equilibrium geometry.

The geometry in XYZ format:
```
14
Properties=species:S:1:pos:R:3:mulliken_charge:R:1
C 1.62 0.68 1.74 -0.8764
C -1.98 -1.47 -1.13 -0.5980
N 0.33 0.69 1.10 -0.1125
O 0.30 1.09 -1.96 -0.7703
O -1.20 -0.56 -0.31 -0.1805
P 0.35 -0.29 -0.22 0.3043
H 1.68 0.81 2.83 0.2990
H 2.16 -0.18 1.52 0.3613
H 2.25 1.67 1.52 0.2368
H -2.46 -1.01 -2.05 0.2495
H -2.70 -1.90 -0.41 0.2497
H -1.44 -2.35 -1.63 0.2657
H -0.15 1.63 1.15 0.3061
H 1.24 1.20 -2.14 0.2654
```

Summary:
- HOMO level (hartree) = -0.3354
- ΔE to the lowest compared entry with this formula, charge and spin (eV) = 3.2168
- charge = 0

No. 3
Density functional theory data (ωB97M-V with the def2-TZVPD basis set) for a cluster of 3 separate species, C4H13NO2 in total in a non-equilibrium geometry.

The geometry in XYZ format:
```
20
Properties=species:S:1:pos:R:3:mulliken_charge:R:1
C -1.94 -1.39 -0.64 -0.4818
N -1.58 -0.20 -0.82 -0.1216
C -1.11 0.88 -0.04 -0.7934
C 0.42 0.85 0.10 -0.2682
C 0.86 2.00 1.02 -1.1064
H -2.93 -1.65 -0.22 0.2756
H -1.32 -2.21 -1.05 0.2966
H -1.32 1.78 -0.63 0.2969
H -1.61 1.01 0.93 0.3375
H 0.87 -0.13 0.25 0.3825
H 0.75 1.05 -0.93 0.2337
H 1.00 1.60 2.02 0.2746
H 1.82 2.41 0.69 0.3484
H 0.15 2.82 0.97 0.3295
O -3.71 -0.55 -3.44 -0.6256
H -2.80 -0.79 -3.27 0.3079
H -3.84 -0.81 -4.35 0.3139
O 5.35 -2.34 2.77 -0.6390
H 4.78 -1.88 3.39 0.3182
H 6.17 -2.45 3.26 0.3207
```

Summary:
- HOMO level (hartree) = -0.2914
- ΔE to the lowest compared entry with this formula, charge and spin (eV) = 2.9028
- charge = 0
- SMILES string = C=NCCC.O.O

No. 4
Density functional theory data (ωB97M-V with the def2-TZVPD basis set) for a structure of composition C5H8O.

The geometry in XYZ format:
```
14
Properties=species:S:1:pos:R:3:mulliken_charge:R:1
O -1.76 1.35 0.45 -0.5259
C -1.01 0.62 -0.51 -0.7255
C -0.07 -0.28 0.26 0.0036
C 0.71 -1.41 -0.47 -0.3126
C 1.68 -0.29 -0.56 -0.4583
C 1.33 0.31 0.74 -0.4130
H -2.35 1.92 -0.06 0.3111
H -0.41 1.28 -1.14 0.3383
H -1.68 0.02 -1.15 0.3361
H -0.62 -0.68 1.13 0.4105
H 1.39 -0.22 1.68 0.2522
H 0.90 -2.24 0.22 0.2766
H 0.32 -1.77 -1.42 0.2515
H 1.60 1.37 0.84 0.2554
```

Summary:
- HOMO level (hartree) = -0.2973
- ΔE to the lowest compared entry with this formula, charge and spin (eV) = 4.8254
- charge = 0

Number 1: HOMO-LUMO gap 0.102 Ha, M 749.279 g/mol. Number 2: HOMO-LUMO gap 0.368 Ha, M 109.065 g/mol. Number 3: HOMO-LUMO gap 0.317 Ha, M 107.153 g/mol. Number 4: HOMO-LUMO gap 0.313 Ha, M 84.118 g/mol.